# 1
{
  "formula": "C6H12ClNaO10",
  "method": "ωB97M-V/def2-TZVPD",
  "elements": ["Na", "Cl", "O", "O", "O", "O", "C", "O", "C", "O", "O", "C", "H", "H", "H", "H", "H", "H", "C", "O", "C", "O", "O", "C", "H", "H", "H", "H", "H", "H"],
  "coordinates": [[0.7091, -0.1564, -0.8440], [-1.2167, 0.4105, 2.1115], [-1.5785, -0.4169, 1.0058], [-1.5809, 1.8071, 1.8485], [-1.8930, -0.1332, 3.2862], [0.1832, 0.3093, 2.2866], [1.6041, -3.0205, 1.9905], [2.9614, -2.5119, 1.9217], [3.3119, -1.4703, 1.1215], [2.6428, -1.1257, 0.1523], [4.3644, -0.8938, 1.6882], [4.7479, 0.3812, 1.2693], [1.6094, -4.0539, 1.6439], [0.8210, -2.2999, 1.7546], [1.3156, -3.3621, 2.9846], [3.8452, 0.9450, 1.0338], [5.2849, 0.2697, 0.3274], [5.3499, 0.8765, 2.0311], [-3.3107, -0.7440, -2.6757], [-3.0240, 0.6631, -2.6390], [-1.7443, 1.1035, -2.5110], [-0.8095, 0.3163, -2.5093], [-1.6691, 2.3652, -2.0253], [-2.7488, 3.2803, -1.8270], [-3.6651, -0.9739, -1.6709], [-2.4579, -1.3709, -2.9363], [-4.0770, -0.9999, -3.4074], [-3.0938, 3.5860, -2.8147], [-2.3107, 4.1988, -1.4364], [-3.5712, 3.0206, -1.1604]],
  "nbo_charge": [0.971, 2.547, -0.928, -0.855, -0.844, -0.903, -0.290, -0.505, 1.034, -0.736, -0.471, -0.255, 0.196, 0.229, 0.209, 0.194, 0.184, 0.212, -0.262, -0.514, 1.036, -0.723, -0.496, -0.252, 0.211, 0.203, 0.198, 0.185, 0.208, 0.214],
  "homo_energy_ev": -9.17,
  "spin_multiplicity": 1,
  "fmax_ha_per_bohr": 0.0691,
  "homo_lumo_gap_ev": 8.96,
  "e_above_lowest_kcal_mol": 27.26
}

---

# 2
{
  "formula": "C30H25ORuS3Si",
  "method": "ωB97M-V/def2-TZVPD",
  "elements": ["Ru", "S", "C", "C", "C", "C", "C", "C", "S", "H", "H", "H", "H", "C", "C", "C", "C", "C", "C", "Si", "C", "C", "C", "C", "C", "C", "H", "H", "H", "H", "H", "H", "H", "H", "H", "H", "H", "O", "S", "C", "C", "C", "C", "C", "C", "C", "C", "C", "C", "C", "C", "H", "H", "H", "H", "H", "H", "H", "H", "H", "H"],
  "coordinates": [[0.3675, -0.7898, 0.7626], [1.3530, -0.0373, 2.5868], [0.8136, -1.0312, 3.8961], [1.1528, -0.7519, 5.2309], [0.7325, -1.6059, 6.2195], [-0.0183, -2.7552, 5.9115], [-0.3465, -3.0417, 4.6118], [0.0624, -2.1617, 3.5951], [-0.2537, -2.4793, 1.9278], [1.7402, 0.1269, 5.4646], [0.9872, -1.3975, 7.2500], [-0.3343, -3.4162, 6.7068], [-0.9186, -3.9252, 4.3588], [2.1738, 2.1221, -2.5993], [2.5208, 2.1800, -1.2608], [2.5064, 1.0178, -0.4909], [2.1224, -0.2120, -1.0510], [1.7241, -0.2324, -2.4023], [1.7710, 0.9156, -3.1697], [2.2775, -1.8066, -0.0624], [2.0059, -3.3613, -1.0214], [3.0346, -4.2918, -1.1750], [2.8286, -5.4605, -1.8943], [1.5893, -5.7142, -2.4626], [0.5516, -4.8015, -2.3147], [0.7610, -3.6356, -1.5976], [2.2220, 3.0156, -3.2088], [2.8362, 3.1152, -0.8169], [2.8658, 1.0605, 0.5304], [1.4299, -1.1704, -2.8599], [1.5176, 0.8726, -4.2216], [3.5219, -1.8482, 0.7251], [4.0041, -4.1060, -0.7270], [3.6335, -6.1744, -2.0063], [1.4281, -6.6282, -3.0188], [-0.4170, -5.0037, -2.7523], [-0.0619, -2.9348, -1.4801], [-1.0905, 0.2645, -0.1562], [-0.8692, 1.5615, -0.9737], [-2.3807, 1.7329, -1.8689], [-2.2961, 1.5453, -3.2430], [-3.4538, 1.6225, -4.0026], [-4.6670, 1.8800, -3.3821], [-4.7373, 2.0646, -2.0053], [-3.5902, 1.9949, -1.2355], [-0.9889, 2.8590, 0.2309], [-0.6631, 4.1451, -0.1830], [-0.7291, 5.1765, 0.7381], [-1.0969, 4.9110, 2.0520], [-1.3996, 3.6182, 2.4517], [-1.3477, 2.5735, 1.5384], [-1.3375, 1.3454, -3.7063], [-3.4074, 1.4823, -5.0737], [-5.5696, 1.9421, -3.9753], [-5.6892, 2.2681, -1.5342], [-3.6298, 2.1452, -0.1649], [-0.3673, 4.3368, -1.2082], [-0.4861, 6.1855, 0.4343], [-1.1410, 5.7188, 2.7701], [-1.6754, 3.4167, 3.4779], [-1.5716, 1.5579, 1.8353]],
  "nbo_charge": [0.175, 0.189, -0.247, -0.206, -0.183, -0.203, -0.224, -0.161, 0.302, 0.228, 0.228, 0.229, 0.230, -0.173, -0.213, -0.183, -0.583, -0.115, -0.237, 1.274, -0.459, -0.201, -0.203, -0.180, -0.198, -0.224, 0.228, 0.232, 0.234, 0.222, 0.228, -0.145, 0.220, 0.227, 0.226, 0.222, 0.202, -0.951, 1.247, -0.202, -0.207, -0.203, -0.162, -0.185, -0.207, -0.195, -0.234, -0.182, -0.181, -0.194, -0.227, 0.229, 0.233, 0.232, 0.232, 0.236, 0.229, 0.231, 0.232, 0.232, 0.243],
  "homo_energy_ev": [-10.47, -10.47],
  "total_charge": 1,
  "spin_multiplicity": 1,
  "fmax_ha_per_bohr": 0.0045,
  "homo_lumo_gap_ev": [6.45, 6.44],
  "e_above_lowest_kcal_mol": 0.14
}

---

# 3
{
  "formula": "CCl2FNO",
  "method": "ωB97M-V/def2-TZVPD",
  "elements": ["C", "N", "O", "F", "Cl", "Cl"],
  "coordinates": [[-0.4112, -0.1930, -0.4171], [0.8438, 0.4002, -0.1186], [0.9901, 0.7397, 1.0503], [-1.4103, -0.2053, 0.6389], [0.5013, -1.9065, -0.2326], [-1.1562, 0.0458, -1.9379]],
  "nbo_charge": [0.392, 0.068, -0.231, -0.325, -0.034, 0.131],
  "homo_energy_ev": -10.58,
  "spin_multiplicity": 1,
  "fmax_ha_per_bohr": 0.1006,
  "homo_lumo_gap_ev": 9.07,
  "e_above_lowest_kcal_mol": 11.89
}

---

# 4
{
  "formula": "C2H4N2O4",
  "method": "ωB97M-V/def2-TZVPD",
  "elements": ["N", "C", "C", "N", "O", "O", "O", "O", "H", "H", "H", "H"],
  "coordinates": [[0.6547, -0.0215, 0.1483], [-0.1003, 0.7808, -0.5010], [2.0353, -0.1161, 0.0788], [-2.6890, -0.3385, -0.0666], [-1.5521, 0.2253, 0.5902], [2.4724, -0.9477, 1.0389], [-0.4624, 1.3737, -1.4357], [2.7496, 0.5041, -0.6622], [3.4413, -0.9562, 1.0102], [-0.7218, -0.4539, 0.8741], [-2.4335, -0.4462, -1.0479], [-3.3941, 0.3962, -0.0271]],
  "nbo_charge": [-0.770, 0.949, 0.890, -0.495, -0.565, -0.666, -0.476, -0.597, 0.502, 0.536, 0.339, 0.353],
  "homo_energy_ev": -10.43,
  "spin_multiplicity": 1,
  "fmax_ha_per_bohr": 0.0558,
  "homo_lumo_gap_ev": 10.94,
  "e_above_lowest_kcal_mol": 42.66
}